Here is a cluster of 2 separate species, C2H4NP in total at a distorted geometry from the Open Molecules 2025 dataset. Energies are from ωB97M-V/def2-TZVPD.

The calculation puts the energy relative to the best compared isomer or geometry (same formula, charge and spin) at 118.4 kcal per mole. The gap between HOMO and LUMO (alpha / beta) is 7.6641 / 8.9187 eV. As for the spin multiplicity: 1. For the molar mass, the calculation gives 73.0 g mol⁻¹. As for the total charge: 0.

Cartesian coordinates (Å):
1 C -1.3737 0.2081 -0.1597
2 C -0.3229 -0.4801 -0.0706
3 N 1.6784 0.8988 0.2384
4 P 2.6124 -0.2332 -0.1092
5 H -2.2239 -0.3380 0.0863
6 H -1.2816 1.2594 -0.4632
7 H -0.2241 -1.3990 0.4064
8 H 4.0335 0.5058 -0.1031